{
  "formula": "C12H43Hg2O12",
  "method": "wB97M-V/def2-TZVPD",
  "energy_ev": -46023.64233,
  "orbital_gap_ev": 1.740,
  "total_charge": 3,
  "species": ["Hg", "Hg", "C", "C", "O", "O", "H", "H", "H", "C", "O", "H", "H", "H", "H", "C", "O", "H", "H", "H", "H", "C", "O", "H", "H", "H", "H", "C", "O", "H", "H", "H", "H", "C", "O", "H", "H", "H", "H", "C", "O", "H", "H", "H", "H", "C", "O", "H", "H", "H", "H", "C", "O", "H", "H", "H", "H", "C", "O", "H", "H", "H", "H", "C", "O", "H", "H", "H", "H"],
  "positions_angstrom": [[-1.7543, 2.6318, 0.8745], [-3.0558, -0.6243, -1.0556], [-0.4034, -1.2886, 2.5227], [-0.9679, -0.0562, 1.8298], [-0.6083, 1.0889, 2.2510], [-1.7776, -0.1541, 0.8489], [-0.9371, -1.4563, 3.4633], [0.6699, -1.2731, 2.6982], [-0.6469, -2.2141, 1.9953], [-1.7882, 0.1586, 6.0339], [-1.0781, -0.8904, 6.6742], [-2.7552, -0.2644, 5.7321], [-2.0136, 0.9804, 6.7058], [-1.3219, 0.4840, 5.0969], [-1.0610, -1.6575, 6.0891], [1.8047, 0.4841, -1.1162], [1.9488, 1.0174, 0.1934], [2.2988, -0.4759, -1.2588], [0.8646, 0.6275, -1.6564], [2.4436, 1.0869, -1.7737], [2.0792, 0.3200, 0.8493], [0.8127, 4.2065, -0.4682], [0.3362, 3.1895, 0.4296], [0.4777, 4.0744, -1.4940], [0.5262, 5.2161, -0.1566], [1.8893, 4.3092, -0.3230], [1.1429, 2.7413, 0.7579], [2.2722, -0.3028, 5.9058], [1.5961, -0.5450, 7.0980], [1.8280, 0.5767, 5.4243], [3.2996, -0.0984, 6.2088], [2.3271, -1.1393, 5.1915], [0.6202, -0.5805, 6.9742], [-0.0200, -4.0029, 5.7639], [-1.1903, -3.3756, 5.2159], [-0.3358, -4.3546, 6.7524], [0.2701, -4.9474, 5.2987], [0.8530, -3.3706, 5.9092], [-1.6363, -4.0708, 4.7278], [-4.5621, -2.0599, 1.6493], [-3.7552, -2.2530, 0.4776], [-4.6822, -3.0043, 2.1835], [-4.0463, -1.4335, 2.3806], [-5.5623, -1.6818, 1.4581], [-3.1296, -2.9866, 0.6169], [4.8262, -0.6174, 1.6781], [3.5344, -1.1370, 1.9854], [5.4464, -0.5752, 2.5783], [5.3986, -1.3068, 1.0538], [4.6848, 0.3788, 1.2718], [3.5403, -1.9176, 2.5427], [3.1407, 2.6519, 3.8716], [1.9687, 3.0940, 3.2372], [3.6190, 1.8822, 3.2512], [3.8656, 3.4641, 3.8775], [2.8465, 2.2997, 4.8642], [1.3507, 2.3832, 3.0524], [-1.2445, -5.9671, 0.5633], [-1.6977, -4.8763, 1.3867], [-2.0239, -6.6584, 0.2505], [-0.7892, -5.4936, -0.3055], [-0.4249, -6.5194, 1.0233], [-1.8077, -5.1933, 2.2880], [-0.2400, -2.5040, -1.1464], [-1.3195, -1.8704, -1.9071], [-0.0080, -1.9804, -0.2247], [-0.5989, -3.5041, -0.9065], [0.6142, -2.5723, -1.8157], [-1.0975, -2.0746, -2.8267]],
  "forces_ev_per_a": [[1.8, -1.0, 1.1], [0.9, -1.7, 1.1], [-0.7, -0.7, -0.3], [0.8, 1.0, 0.3], [-1.0, -0.4, -0.5], [-0.5, 0.3, -0.5], [0.2, 0.5, 0.3], [0.0, 0.5, 0.1], [0.1, 0.2, -0.4], [-1.1, -1.1, -0.6], [0.5, 0.6, 0.1], [-0.2, 0.3, 0.0], [0.5, 0.0, 0.1], [0.4, 0.3, 0.2], [-0.3, -0.2, 0.1], [1.9, 0.9, -1.2], [-0.8, -0.1, 0.1], [-0.6, -0.4, 0.4], [-0.7, -0.5, 0.9], [0.1, 0.2, 0.2], [0.3, -0.2, -0.1], [0.5, 1.9, 0.1], [-0.4, 0.7, -0.4], [0.3, -0.4, 0.0], [-0.7, -0.3, 0.2], [0.1, -0.7, -0.5], [-0.4, -0.9, 0.3], [0.2, 0.5, 0.5], [-0.5, -0.6, 0.2], [0.2, -0.1, -0.3], [0.0, 0.2, -0.3], [-0.3, -0.2, 0.0], [0.4, 0.0, 0.0], [-0.3, -1.4, 1.8], [0.7, 0.2, -1.0], [0.4, 0.3, 0.2], [0.0, 0.4, -0.7], [-0.3, 0.4, -0.4], [-0.3, 0.1, 0.1], [0.0, -0.2, 1.7], [-0.2, 0.3, -1.0], [0.0, -0.2, -0.5], [0.0, 0.3, -0.3], [0.2, 0.1, -0.6], [0.0, -0.1, 0.0], [0.8, -0.9, 1.0], [-1.2, 0.4, -0.4], [-0.2, 0.4, 0.1], [-0.3, 0.3, -0.6], [0.1, -0.1, -0.2], [0.6, 0.0, 0.0], [0.4, -0.7, -0.3], [-1.0, 1.0, -1.2], [-0.1, -0.3, 0.5], [-0.3, 0.2, 0.4], [0.8, 0.0, 0.0], [0.2, -0.3, 0.5], [0.7, 0.2, -0.2], [-0.2, 0.2, 0.0], [-0.2, 0.2, 0.1], [-0.2, -0.2, -0.2], [-0.2, 0.0, 0.3], [-0.1, -0.1, -0.1], [-0.2, -0.9, 0.2], [0.0, 0.5, 0.0], [-0.1, 0.3, -0.3], [0.2, 0.0, 0.1], [0.1, 0.1, 0.2], [-0.6, 0.3, -0.2]]
}

***

{
  "formula": "C4H6N2",
  "method": "wB97M-V/def2-TZVPD",
  "energy_ev": -7223.98337,
  "smiles": "C=C1CN=CN1",
  "orbital_gap_ev": 9.183,
  "total_charge": 0,
  "species": ["C", "C", "C", "N", "C", "N", "H", "H", "H", "H", "H", "H"],
  "positions_angstrom": [[1.6538, 0.3567, 0.7883], [0.4561, 0.1956, 0.2710], [-0.5346, -0.9437, 0.5382], [-1.5310, -0.8674, -0.4553], [-1.3336, 0.2286, -1.1307], [-0.3002, 1.0029, -0.6522], [2.0563, -0.5763, 1.2556], [2.3124, 1.1761, 0.6100], [-0.8663, -0.9822, 1.6841], [-0.0590, -1.9348, 0.2839], [-1.9383, 0.5990, -2.0491], [0.0845, 1.7454, -1.1440]],
  "forces_ev_per_a": [[0.7, -1.6, 0.3], [-2.0, 0.4, -0.6], [1.8, -1.6, 1.7], [-1.9, 2.0, -2.1], [-1.2, -0.9, 0.0], [0.4, -1.5, 1.6], [-0.3, 1.3, 0.0], [0.3, 0.4, -0.1], [0.3, 0.2, -2.6], [0.0, 0.8, 1.0], [1.1, -0.9, 1.8], [0.8, 1.3, -0.9]]
}

***

{
  "formula": "C2H4O3P",
  "method": "wB97M-V/def2-TZVPD",
  "energy_ev": -17568.34599,
  "orbital_gap_ev": 4.765,
  "total_charge": -1,
  "species": ["C", "C", "O", "O", "O", "P", "H", "H", "H", "H"],
  "positions_angstrom": [[0.4730, -0.3634, -2.4513], [-0.3018, 0.3567, 0.4938], [-0.2659, -1.2181, -2.3899], [1.2912, 0.3957, -2.5690], [-0.5446, 1.8258, 0.3390], [-0.0430, -0.4108, 2.0261], [-1.2877, 0.0109, 0.0701], [0.1901, 2.1287, 0.8804], [-0.7000, -1.6701, 1.8030], [1.1887, -1.0552, 1.7977]],
  "forces_ev_per_a": [[-0.5, -0.9, 1.0], [-2.2, 0.1, -3.1], [-2.7, -2.6, -0.1], [3.2, 3.5, -0.7], [0.7, -0.3, 1.5], [0.1, -0.2, 1.0], [1.1, -0.4, 0.3], [0.0, 0.8, -0.2], [-0.1, 0.3, 0.1], [0.5, -0.3, 0.3]]
}